Below is a single C4H6N2S molecule in a non-equilibrium geometry, with properties calculated with the ωB97M-V functional and the def2-TZVPD basis.

Computed properties:
SMILES string: [H]/N=C/NC(=S)C=C
HOMO energy: -8.6 eV
strongest force on any atom: 2.476 eV/A
LUMO level: -0.475 eV

XYZ file:
```
13
Properties=species:S:1:pos:R:3:mulliken_charge:R:1
H -3.54563 0.41151 -0.27969 0.247
N -2.56058 0.50853 -0.01262 -0.570
C -2.04153 -0.64792 -0.14274 -0.003
N -0.73365 -0.97931 0.13380 -0.204
C 0.38050 -0.21135 0.15762 0.248
S 1.87858 -0.89483 -0.05854 -0.360
C 0.14026 1.21319 0.22137 -0.116
C 1.10580 2.05683 -0.11656 -0.752
H -2.59539 -1.56860 -0.36240 0.310
H -0.54664 -2.01458 0.11847 0.257
H -0.86702 1.52082 0.41944 0.452
H 0.95570 3.14447 -0.25948 0.252
H 2.09123 1.65467 -0.26623 0.239
```

Below is a molecular structure, C8H18B2Br15NOP, with properties calculated with the ωB97M-V functional and the def2-TZVPD basis.

Computed properties:
HOMO energy: -3.1 eV
strongest force on any atom: 0.363 eV/A
charge: -1
LUMO level: 1.329 eV

XYZ file:
```
46
Properties=species:S:1:pos:R:3:mulliken_charge:R:1
C -0.02929 1.14832 -1.60222 -0.864
C -1.17173 0.32086 -0.98826 -0.066
P -2.02258 -0.75504 -2.26645 -0.152
C -2.29325 -2.27128 -1.21647 -1.006
B -3.76471 0.11026 -2.41188 0.200
B -4.67431 0.21445 -0.98270 0.307
N -6.12950 0.63502 -0.97877 -0.880
O -4.21130 -0.04160 0.30530 -0.316
H 0.37643 0.61721 -2.46624 -0.027
H -0.41364 2.10961 -1.95031 0.328
H 0.79264 1.32744 -0.90236 0.267
H -1.90654 0.97238 -0.51146 0.275
H -0.77902 -0.36359 -0.23553 0.015
H -2.63345 -3.09755 -1.84378 0.332
H -1.32832 -2.56551 -0.79034 0.327
H -3.00087 -2.12296 -0.39645 0.155
H -3.52267 1.26624 -2.76074 -0.222
H -4.43750 -0.40934 -3.29472 -0.293
H -6.70220 -0.17819 -1.19409 0.235
H -6.24039 1.21965 -1.80390 0.246
H -4.93479 0.14402 0.91597 0.212
C -0.53117 0.02489 3.78159 -0.435
Br 0.69030 1.36008 3.12052 0.018
Br -1.79706 -0.50080 2.44677 0.092
Br 0.43567 -1.47583 4.51671 0.023
H -1.07424 0.47242 4.60132 0.347
C 3.55564 3.53220 5.29993 -0.356
Br 4.62597 1.95014 5.06319 0.002
Br 3.14294 4.36098 3.61245 -0.023
Br 1.96460 3.15675 6.30988 0.001
H 4.14250 4.23629 5.87070 0.349
C 2.06318 1.19455 -5.14635 -0.300
Br 0.26308 1.80667 -5.41416 0.012
Br 2.97428 2.22540 -3.79545 -0.026
Br 2.11804 -0.68255 -4.74304 -0.012
H 2.60232 1.34178 -6.07071 0.274
C 0.95915 -2.94165 8.31785 -0.379
Br -0.62336 -1.85130 8.41008 0.007
Br 0.73046 -4.42377 7.11225 -0.010
Br 2.51481 -1.90255 7.87070 0.013
H 1.11964 -3.35098 9.30409 0.344
C 5.95294 -1.39288 -6.65320 -0.325
Br 5.77935 -1.86924 -4.80261 0.009
Br 4.77659 -2.43301 -7.76492 -0.005
Br 5.67621 0.49622 -6.91497 -0.014
H 6.96513 -1.61426 -6.95722 0.322
```

Below is a single C17H20N4O4S molecule in a non-equilibrium geometry, with properties calculated with the ωB97M-V functional and the def2-TZVPD basis.

Computed properties:
SMILES string: COc1ccc(C(=O)NCc2nnc(SCC(=O)N3CCCC3)o2)cc1
HOMO energy: -8.8 eV
strongest force on any atom: 1.640 eV/A
LUMO level: 0.580 eV

XYZ file:
```
46
Properties=species:S:1:pos:R:3:mulliken_charge:R:1
C 2.18276 3.71825 5.63825 -0.829
O 2.98346 4.04457 4.52697 -0.453
C 2.92103 3.25928 3.42247 0.882
C 2.11989 2.12836 3.29186 -0.445
C 2.14439 1.39291 2.12016 -0.896
C 2.95755 1.76972 1.05806 0.444
C 2.99525 1.03203 -0.23179 0.427
O 3.18841 1.57004 -1.30250 -0.662
N 2.83363 -0.31610 -0.11779 -0.205
C 2.70448 -1.17287 -1.27243 -0.820
C 1.36466 -1.81555 -1.28654 0.760
N 0.43943 -1.74072 -2.17842 -0.881
N -0.61387 -2.45740 -1.73644 0.326
C -0.27641 -2.93010 -0.57382 0.328
S -1.24581 -3.88551 0.47480 -0.209
C -2.83281 -3.55271 -0.35394 -0.489
C -3.00796 -2.03439 -0.44057 0.326
O -2.77441 -1.33134 0.52548 -0.669
N -3.44550 -1.54470 -1.60563 0.165
C -3.58819 -2.25569 -2.86541 -0.599
C -3.97780 -1.16621 -3.86447 -0.708
C -3.28381 0.06833 -3.29621 -0.565
C -3.51105 -0.10304 -1.80053 -0.672
O 0.97349 -2.57341 -0.22151 -0.359
C 3.73646 2.92036 1.18415 -0.570
C 3.72880 3.64934 2.34983 -0.481
H 2.39641 4.47856 6.38766 0.238
H 1.11763 3.74669 5.38816 0.338
H 2.43675 2.73261 6.04105 0.335
H 1.46741 1.81385 4.09097 0.402
H 1.48638 0.53927 2.03724 0.424
H 2.68577 -0.73051 0.78841 0.233
H 2.81211 -0.54563 -2.16080 0.348
H 3.48243 -1.94673 -1.26389 0.305
H -2.82822 -4.05362 -1.31684 0.383
H -3.59493 -3.97806 0.29856 0.358
H -4.34918 -3.03719 -2.79120 0.341
H -2.62573 -2.69854 -3.14291 0.343
H -3.65572 -1.40734 -4.87470 0.343
H -5.05914 -1.02132 -3.86505 0.324
H -3.69423 1.00105 -3.67549 0.365
H -2.21687 0.02871 -3.51501 0.284
H -2.75820 0.38349 -1.17900 0.350
H -4.49938 0.26287 -1.49997 0.288
H 4.34658 3.22364 0.34733 0.425
H 4.33405 4.53476 2.46145 0.424
```

Below is a molecular structure, C29H39AgBCl2N7O2S2, with properties calculated with the ωB97M-V functional and the def2-TZVPD basis.

Computed properties:
HOMO energy: -2.7 eV
strongest force on any atom: 0.187 eV/A
charge: -2
LUMO level: 3.796 eV

XYZ file:
```
83
Properties=species:S:1:pos:R:3:mulliken_charge:R:1
Ag -0.19561 -0.36219 0.18086 -0.025
C 3.05459 -0.56514 -2.84567 -1.447
C 2.83847 -1.22620 -1.48313 1.744
C 3.77984 -2.41473 -1.28720 -1.661
C 3.00562 -0.22524 -0.37995 -0.554
C 4.17283 0.45412 0.01636 -1.025
C 3.76099 1.27859 1.04002 -0.465
N 2.44537 1.09186 1.23760 -0.095
N 1.98250 0.16908 0.36664 1.235
B 1.55040 1.90255 2.19895 0.228
N 0.86636 0.97339 3.22813 0.084
C 0.99790 1.05493 4.56384 -0.205
C 0.36013 -0.03159 5.12510 -1.441
C -0.14663 -0.74165 4.02058 0.140
N 0.16733 -0.12587 2.88820 0.348
C -0.85880 -2.06533 4.01507 0.428
C 0.09800 -3.17366 3.56971 -1.142
C -2.09019 -2.04182 3.11652 -0.732
N 0.57137 2.77778 1.39442 -0.097
C 0.50897 4.12182 1.44472 -0.206
C -0.31232 4.55229 0.42989 -1.441
C -0.71510 3.36785 -0.22527 -0.020
N -0.18458 2.31046 0.37433 0.357
C -1.53088 3.29320 -1.48767 0.726
C -2.24082 1.96132 -1.68129 -0.957
C -0.64101 3.58363 -2.70350 -1.296
H 2.94140 -1.29902 -3.64667 0.441
H 4.06264 -0.14256 -2.90621 0.299
H 2.32191 0.22038 -3.02676 0.183
H 1.80409 -1.58072 -1.43267 -0.743
H 4.82341 -2.08960 -1.34475 0.272
H 3.61548 -3.16135 -2.06718 0.442
H 3.61623 -2.89392 -0.32157 0.342
H 5.16358 0.35954 -0.39532 0.494
H 4.30290 1.99038 1.64070 0.424
H 2.26680 2.64887 2.82893 -0.254
H 1.53819 1.87394 5.00956 0.454
H 0.26999 -0.28223 6.16978 0.402
H -1.17328 -2.26524 5.04625 0.309
H 0.46062 -2.97445 2.55981 -0.063
H -0.39880 -4.14804 3.56296 0.373
H 0.96846 -3.23331 4.22639 0.441
H -1.79286 -1.84786 2.08437 -0.573
H -2.78626 -1.25412 3.41246 0.580
H -2.61432 -3.00126 3.15362 0.393
H 1.06588 4.66561 2.19063 0.451
H -0.57547 5.56633 0.17552 0.426
H -2.28254 4.09017 -1.41445 0.301
H -1.52057 1.16876 -1.88116 -0.328
H -2.90434 2.01436 -2.54822 0.478
H -2.82545 1.67324 -0.80654 0.322
H 0.08242 2.77820 -2.84349 0.096
H -0.10036 4.52630 -2.58853 0.452
H -1.24123 3.63274 -3.61479 0.373
Cl -2.45171 0.23968 -6.45343 -0.248
C -0.77636 -0.36885 -6.24838 0.167
Cl -0.00010 -0.52163 -7.85504 -0.246
C 0.00740 0.55554 -5.23789 0.242
O 0.59235 1.53403 -5.70932 -0.732
O -0.12012 0.13388 -4.07433 -0.379
H -0.86834 -1.37141 -5.84992 0.190
C -4.45609 -2.10884 -1.69157 -0.577
C -3.28805 -2.12585 -2.44581 -0.743
C -2.08425 -1.69677 -1.89335 0.890
C -1.98048 -1.23685 -0.56802 -0.974
C -3.18768 -1.21090 0.15086 0.435
C -4.40095 -1.63386 -0.38706 -0.901
H -5.39705 -2.43686 -2.12061 0.339
H -3.31458 -2.45228 -3.48077 0.397
H -1.20793 -1.67842 -2.53301 0.111
H -3.19410 -0.83884 1.17096 0.444
H -5.30663 -1.58764 0.21137 0.326
S 1.67828 -5.07187 0.45901 -0.381
C 0.03986 -5.13030 0.25350 0.285
N -0.81670 -4.12840 0.10496 0.398
C -2.23663 -4.44596 0.10191 0.488
C -2.33561 -5.86944 -0.42259 -0.711
S -0.83222 -6.67369 0.20578 -0.193
H -0.51525 -3.15302 0.04977 -0.369
H -2.77657 -3.73597 -0.51903 -0.294
H -2.62490 -4.38454 1.12392 -0.024
H -2.32615 -5.88964 -1.51227 0.374
H -3.22337 -6.37839 -0.05364 0.416
```